{"formula": "C21H27NO2P2Tm", "method": "ωB97M-V with the def2-TZVPD basis set", "e_lumo_ev": [-3.03, -2.99], "homo_energy_ev": [-10.477, -10.468], "s2": 2.003, "largest_force_ev_per_a": 5.3, "total_energy_ev": -75902.85262, "charge": 1, "gap_ha": [0.2738, 0.2746], "multiplicity": 3, "elements": ["C", "C", "C", "C", "C", "C", "C", "C", "C", "C", "C", "C", "C", "H", "H", "H", "H", "H", "H", "H", "N", "Tm", "C", "H", "H", "C", "H", "H", "P", "P", "C", "H", "H", "H", "C", "H", "H", "H", "C", "H", "H", "H", "C", "H", "H", "H", "C", "O", "H", "C", "O", "H", "H", "H"], "positions_angstrom": [[-2.924, -0.218, -2.297], [-1.642, 0.050, -1.828], [-1.524, 0.560, -0.505], [-2.641, 1.007, 0.189], [-3.917, 0.722, -0.296], [-4.053, 0.094, -1.533], [-2.429, 1.614, 1.569], [-1.019, 2.187, 1.739], [0.014, 1.589, 1.033], [1.362, 2.002, 1.241], [1.607, 2.961, 2.222], [0.566, 3.519, 2.968], [-0.752, 3.137, 2.720], [-3.038, -0.674, -3.284], [-4.786, 0.994, 0.308], [-5.046, -0.140, -1.917], [-3.136, 2.445, 1.686], [2.638, 3.275, 2.404], [0.784, 4.254, 3.741], [-1.587, 3.558, 3.285], [-0.292, 0.492, 0.190], [0.367, -1.313, 0.653], [-0.412, -0.211, -2.678], [0.245, 0.674, -2.703], [-0.710, -0.470, -3.703], [2.503, 1.401, 0.440], [2.254, 1.374, -0.634], [3.418, 1.993, 0.577], [0.665, -1.618, -2.094], [2.961, -0.353, 0.928], [3.707, -0.086, 2.565], [3.837, -1.069, 3.035], [4.685, 0.404, 2.469], [3.049, 0.519, 3.201], [4.418, -0.649, -0.122], [5.241, 0.015, 0.179], [4.729, -1.693, 0.014], [4.176, -0.488, -1.180], [-0.293, -3.033, -2.736], [0.417, -3.774, -3.125], [-0.868, -3.470, -1.910], [-0.979, -2.721, -3.535], [2.066, -1.544, -3.252], [2.999, -1.563, -2.674], [2.040, -2.420, -3.913], [2.029, -0.624, -3.850], [-2.574, 0.538, 2.506], [-1.865, -0.401, 2.761], [-3.506, 1.004, 2.809], [-2.610, -2.785, 0.469], [-1.263, -2.391, 0.390], [-3.112, -2.636, -0.496], [-3.135, -2.191, 1.226], [-2.667, -3.845, 0.750]]}